1.
Density functional theory data (ωB97M-V/def2-TZVPD) for the ion C8H16NO2 with charge +1.

Each atom is followed by the atoms it is bonded to, with distances in Å.
Positions of all 27 atoms, in Å:
1 O -0.52980 -1.70413 0.03627  C8 1.352, C11 1.413
2 O 0.09863 -0.39840 1.92398  C8 1.394, H12 0.965
3 N -0.70098 0.53488 -0.04360  C4 1.488, C5 1.505, C6 1.538, C8 1.509
4 C -0.71540 1.95447 0.40379  N3 1.488, H13 1.096, H23 1.067, H25 1.151
5 C -2.10209 0.02770 0.17001  N3 1.505, C11 1.531, H19 1.119, H21 1.062
6 C -0.65844 0.62486 -1.57844  N3 1.538, H14 1.108, H15 1.066, H27 1.052
7 C 1.78282 -0.66469 0.00731  C8 1.785, C9 1.479, C10 1.324
8 C 0.08222 -0.61211 0.54661  O1 1.352, O2 1.394, N3 1.509, C7 1.785
9 C 2.58677 0.28664 0.80508  C7 1.479, H16 1.085, H20 1.106, H26 1.049
10 C 2.05091 -1.34638 -1.09564  C7 1.324, H18 1.011, H24 1.025
11 C -1.92342 -1.48060 -0.02015  O1 1.413, C5 1.531, H17 1.127, H22 1.057
12 H 1.00538 -0.62179 2.16759  O2 0.965
13 H -0.07262 2.58610 -0.21984  C4 1.096
14 H 0.30791 1.13002 -1.77720  C6 1.108
15 H -0.41020 -0.38698 -1.80504  C6 1.066
16 H 3.01250 0.95384 0.06347  C9 1.085
17 H -2.61948 -1.98041 0.71238  C11 1.127
18 H 1.36211 -1.88595 -1.60273  C10 1.011
19 H -2.32081 0.22000 1.25064  C5 1.119
20 H 1.94492 0.61375 1.64437  C9 1.106
21 H -2.90294 0.31889 -0.46436  C5 1.062
22 H -2.10030 -1.85848 -0.99183  C11 1.057
23 H -1.67834 2.38568 0.56406  C4 1.067
24 H 2.97530 -1.49289 -1.51403  C10 1.025
25 H -0.32866 1.92297 1.48712  C4 1.151
26 H 3.34559 -0.33535 1.17537  C9 1.049
27 H -1.49159 1.20837 -1.84518  C6 1.052

Computed properties:
HOMO   -13.72 eV
Charge   +1
Multiplicity   1
LUMO level   -2.58 eV
HOMO-LUMO gap   11.1434 eV

---

2.
Density functional theory data (ωB97M-V/def2-TZVPD) for a cluster of 4 separate species, C20H39F5N5O3SSi in total.

Each atom is followed by the atoms it is bonded to, with distances in Å.
Positions of all 74 atoms, in Å:
1 S 2.20343 -6.42508 -2.71455  O8 1.418, O10 1.424, N14 1.803, C18 1.873
2 Si -0.86088 -1.87328 1.03935  O9 1.710, C16 1.873, C22 1.860, C32 1.857
3 F 5.48250 -4.88347 -1.91983  C21 1.316
4 F 5.93634 -6.96984 -2.14166  C21 1.314
5 F 4.83545 -5.95778 -3.68457  C21 1.319
6 F 3.81954 -7.65273 -1.11010  C18 1.333
7 F 3.50866 -5.57418 -0.57826  C18 1.344
8 O 2.21151 -5.34705 -3.63620  S1 1.418
9 O -0.12493 -2.75714 -0.22549  Si2 1.710, C17 1.404
10 O 1.98547 -7.77108 -3.12358  S1 1.424
11 N -0.44589 -7.29302 -0.02741  C31 1.449, H45 1.017, H74 1.019
12 N 1.62411 0.87259 0.13626  C19 1.153
13 N -4.28971 7.75800 2.16588  C23 1.154
14 N 0.86937 -6.05120 -1.56078  S1 1.803, C27 1.529, C31 1.512, H47 1.027
15 N -2.37658 1.51430 2.43753  C24 1.154
16 C -2.17082 -2.88155 1.91916  Si2 1.873, H68 1.092, H69 1.093, H71 1.093
17 C 0.02511 -4.14286 -0.05775  O9 1.404, C27 1.527, H38 1.100, H59 1.093
18 C 3.71124 -6.41918 -1.60364  S1 1.873, F6 1.333, F7 1.344, C21 1.594
19 C 2.49134 0.74963 -0.61425  N12 1.153, C35 1.462
20 C -2.49780 4.97624 2.81171  C29 1.535, C34 1.521, H50 1.091, H58 1.090
21 C 5.04615 -6.03403 -2.38506  F3 1.316, F4 1.314, F5 1.319, C18 1.594
22 C 0.46879 -1.28200 2.19769  Si2 1.860, H55 1.093, H56 1.095, H73 1.090
23 C -4.27551 8.58612 1.36268  N13 1.154, C25 1.463
24 C -1.97973 2.55285 2.74748  N15 1.154, C29 1.462
25 C -4.23906 9.64371 0.35317  C23 1.463, C33 1.534, H61 1.091, H63 1.090
26 C 3.08936 -0.03737 -2.88274  C28 1.525, C35 1.533, H40 1.091, H60 1.091
27 C 0.81510 -4.54585 -1.30090  N14 1.529, C17 1.527, H46 1.088, H62 1.091
28 C 2.46465 -1.41573 -2.69274  C26 1.525, H39 1.092, H57 1.090, H65 1.095
29 C -1.48704 3.87081 3.14505  C20 1.535, C24 1.462, H51 1.091, H64 1.092
30 C -1.97194 10.50395 1.13543  C33 1.524, H37 1.091, H42 1.091, H53 1.090
31 C 0.92161 -6.90886 -0.31617  N11 1.449, N14 1.512, H48 1.085, H49 1.093
32 C -1.64159 -0.39034 0.23991  Si2 1.857, H43 1.095, H44 1.084, H52 1.089
33 C -2.79897 9.99584 -0.03945  C25 1.534, C30 1.524, H36 1.092, H67 1.091
34 C -2.80222 5.07869 1.32500  C20 1.521, H41 1.086, H70 1.093, H72 1.092
35 C 3.58640 0.57157 -1.56648  C19 1.462, C26 1.533, H54 1.092, H66 1.090
36 H -2.31879 9.11651 -0.47286  C33 1.092
37 H -2.42705 11.38874 1.58362  C30 1.091
38 H 0.63719 -4.33931 0.83512  C17 1.100
39 H 1.58301 -1.37141 -2.04921  C28 1.092
40 H 2.36202 0.63399 -3.34090  C26 1.091
41 H -3.49743 5.89453 1.15062  C34 1.086
42 H -1.87423 9.74285 1.91081  C30 1.091
43 H -1.21928 -0.27671 -0.76418  C32 1.095
44 H -1.35226 0.48979 0.80314  C32 1.084
45 H -0.49683 -7.68061 0.91118  N11 1.017
46 H 1.82127 -4.13268 -1.26578  C27 1.088
47 H -0.00154 -6.29304 -2.04771  N14 1.027
48 H 1.38181 -6.36532 0.50219  C31 1.085
49 H 1.54720 -7.77994 -0.52859  C31 1.093
50 H -3.42334 4.79840 3.36075  C20 1.091
51 H -1.28603 3.84426 4.21669  C29 1.091
52 H -2.72550 -0.46870 0.17072  C32 1.089
53 H -0.96775 10.77243 0.80883  C30 1.090
54 H 4.33777 -0.07455 -1.10871  C35 1.092
55 H 1.05854 -0.55757 1.63069  C22 1.093
56 H 1.13845 -2.09133 2.50522  C22 1.095
57 H 2.15494 -1.83056 -3.65246  C28 1.090
58 H -2.09946 5.92724 3.16656  C20 1.090
59 H -0.92396 -4.67824 0.02525  C17 1.093
60 H 3.93362 -0.10941 -3.56948  C26 1.091
61 H -4.75015 10.51864 0.75806  C25 1.091
62 H 0.32610 -4.09366 -2.16472  C27 1.091
63 H -4.80190 9.30141 -0.51584  C25 1.090
64 H -0.54031 4.04853 2.63132  C29 1.092
65 H 3.18424 -2.10661 -2.24202  C28 1.095
66 H 4.04559 1.54530 -1.73829  C35 1.090
67 H -2.83312 10.75742 -0.81970  C33 1.091
68 H -1.73559 -3.55633 2.65981  C16 1.092
69 H -2.78846 -3.45565 1.22446  C16 1.093
70 H -1.89344 5.26973 0.74775  C34 1.093
71 H -2.81369 -2.15547 2.42251  C16 1.093
72 H -3.25851 4.16213 0.94521  C34 1.092
73 H 0.02433 -0.80191 3.06981  C22 1.090
74 H -0.69138 -8.07940 -0.62701  N11 1.019

Computed properties:
HOMO   -11.94 eV
Charge   +1
Multiplicity   1
LUMO level   -3.34 eV
HOMO-LUMO gap   8.6060 eV

---

3.
Density functional theory data (ωB97M-V/def2-TZVPD) for the molecule C5H7N.

Each atom is followed by the atoms it is bonded to, with distances in Å.
Positions of all 13 atoms, in Å:
1 N -0.46797 -0.01409 0.16864  C3 1.395, C4 1.399, C6 1.419
2 C 1.84402 0.17699 0.33436  C5 1.203, C6 1.470
3 C -1.04054 -0.80791 -0.82540  N1 1.395, C4 1.594, H11 1.114, H13 1.086
4 C -1.86407 0.04065 0.24327  N1 1.399, C3 1.594, H8 1.106, H10 1.088
5 C 2.82872 -0.50622 0.43481  C2 1.203, H7 1.067
6 C 0.58940 0.93190 0.20623  N1 1.419, C2 1.470, H9 1.103, H12 1.096
7 H 3.70887 -1.10146 0.52902  C5 1.067
8 H -2.20577 -0.23491 1.25859  C4 1.106
9 H 0.64470 1.62812 -0.64692  C6 1.103
10 H -2.53568 0.75985 -0.22124  C4 1.088
11 H -0.86853 -0.50885 -1.88425  C3 1.114
12 H 0.41144 1.52373 1.11127  C6 1.096
13 H -1.04459 -1.88780 -0.70839  C3 1.086

Computed properties:
HOMO   -8.72 eV
Multiplicity   1
LUMO level   1.10 eV
HOMO-LUMO gap   9.8171 eV

---

4.
Density functional theory data (ωB97M-V/def2-TZVPD) for a cluster of 2 separate species, C6H16N4 in total.

Each atom is followed by the atoms it is bonded to, with distances in Å.
Positions of all 26 atoms, in Å:
1 N -1.19252 2.48236 -0.13187  C5 1.537, C8 1.499, H22 1.073, H24 0.997
2 N -0.05590 1.58323 -1.96457  C5 1.288, C10 1.443, H26 1.022
3 N 1.46522 -2.94997 1.24337  C6 1.361, C9 1.454, H18 1.007
4 N 0.45127 -1.23533 0.35565  C6 1.294, C7 1.475, H25 1.088
5 C -0.42488 1.30914 -0.76179  N1 1.537, N2 1.288
6 C 1.60882 -1.75229 0.61274  N3 1.361, N4 1.294, H11 1.047
7 C -0.62659 -1.82692 1.17079  N4 1.475, C9 1.528, H20 1.141, H21 1.060
8 C -0.59173 2.82642 1.19722  N1 1.499, H15 1.079, H16 1.076, H23 1.151
9 C 0.10129 -3.04532 1.73807  N3 1.454, C7 1.528, H13 1.103, H17 1.035
10 C 0.47220 0.61776 -2.89852  N2 1.443, H12 1.083, H14 1.113, H19 1.191
11 H 2.38417 -1.55461 -0.06297  C6 1.047
12 H 1.37202 0.97091 -3.38734  C10 1.083
13 H -0.33055 -4.01572 1.43906  C9 1.103
14 H -0.31246 0.42959 -3.66519  C10 1.113
15 H -0.72371 3.89661 1.16675  C8 1.079
16 H 0.41935 2.46799 1.11303  C8 1.076
17 H -0.06518 -3.06007 2.75911  C9 1.035
18 H 2.25682 -3.25896 1.78410  N3 1.007
19 H 0.75537 -0.46630 -2.49340  C10 1.191
20 H -1.45311 -2.06975 0.42260  C7 1.141
21 H -0.98052 -1.21656 1.96181  C7 1.060
22 H -2.21418 2.16260 -0.19921  N1 1.073
23 H -1.22753 2.32480 2.01498  C8 1.151
24 H -1.09124 3.25745 -0.75108  N1 0.997
25 H 0.22098 -0.37066 -0.26257  N4 1.088
26 H -0.21741 2.49361 -2.40076  N2 1.022

Computed properties:
HOMO   -16.80 eV
Charge   +2
Multiplicity   1
LUMO level   -7.14 eV
HOMO-LUMO gap   9.6603 eV